1.
Entry from the OMol25 dataset: 10 unconnected molecules or ions with the total composition C3H24NO11S at a distorted geometry (wB97M-V/def2-TZVPD).

As for the frontier orbital gap: 8.77 eV. Its HOMO energy is -5.9525 eV. The calculation puts the energy above the lowest of the compared OMol25 structures with the same formula, charge and spin at 228.9 kJ/mol. Its spin multiplicity is 1. As for the charge: -1. The calculation puts the maximum force at 2.42 eV/A. Its LUMO energy is 0.1036 hartree.

```
40
Properties=species:S:1:pos:R:3:forces:R:3
O -0.142 -1.022 -1.356 1.139 0.801 0.591
C 0.464 -0.174 -0.689 1.524 0.577 0.820
O 0.062 0.336 0.408 -0.061 -0.372 -0.743
C 1.987 0.176 -1.038 -1.574 -0.070 1.836
C 2.301 1.702 -1.211 0.443 -0.522 -1.133
S 0.972 2.927 -1.392 0.583 0.648 -0.488
N 2.727 -0.252 0.137 1.370 -0.027 -0.744
H 2.237 -0.532 -1.844 0.260 0.835 -0.118
H 2.971 2.075 -0.429 -0.319 -0.526 0.094
H 2.891 1.773 -2.136 -0.085 0.131 0.184
H -0.069 2.189 -1.132 -0.810 -0.603 0.345
H 2.893 -1.246 0.167 -0.399 -0.055 0.366
H 2.431 0.158 1.009 -0.227 -0.253 -0.074
H -1.994 0.160 3.301 0.017 -0.395 -0.182
H -1.409 1.529 3.576 0.004 -0.338 0.001
O -1.598 0.671 4.008 0.001 0.561 0.608
H 0.974 0.893 2.629 0.249 -0.089 0.003
H 0.697 0.620 4.075 -0.005 -0.037 -0.066
O 1.390 0.511 3.406 -0.040 -0.156 0.261
H 0.420 -1.320 -3.693 -0.030 -0.862 0.527
H 0.985 0.067 -3.595 0.336 0.376 0.342
O 0.295 -0.439 -4.006 -0.411 0.679 -1.269
H -0.140 -1.111 2.866 0.080 0.268 -0.197
H -0.769 -0.971 1.439 0.317 0.213 0.477
O -0.806 -1.479 2.274 -0.296 -0.700 -0.393
H 0.775 -3.219 -0.111 0.900 -0.549 -0.529
H 0.818 -2.590 1.103 0.662 0.195 1.082
O 1.451 -3.123 0.588 -1.635 0.338 -0.469
H -2.827 0.913 -0.786 -0.378 0.322 0.191
H -1.600 0.774 -0.005 -0.289 0.729 0.544
O -2.386 1.374 -0.039 0.461 -0.805 -0.434
H -2.879 0.460 -2.870 -0.092 -0.425 0.302
H -2.459 -0.904 -2.248 -0.445 0.135 -0.220
O -3.132 -0.180 -2.183 0.045 0.702 -0.508
H -1.443 2.361 1.526 -0.024 0.124 -0.057
H -0.148 1.645 1.734 -0.668 0.830 -0.173
O -0.688 2.364 2.138 0.287 -0.278 -0.418
H -1.031 -2.002 -1.853 -0.149 -0.084 0.353
H -2.397 -2.684 -1.526 -0.235 -0.274 0.557
O -1.822 -2.430 -2.237 -0.504 -1.045 -1.266
```
Positions in Å, forces in eV/Å.



2.
Entry from the OMol25 dataset: 9 unconnected molecules or ions with the total composition C3H24NO8 at a distorted geometry (wB97M-V/def2-TZVPD).

As for the frontier orbital gap: 9.80 eV. Its HOMO energy is -12.4253 eV. The calculation puts the energy above the lowest of the compared OMol25 structures with the same formula, charge and spin at 262.3 kJ/mol. Its spin multiplicity is 1. As for the charge: +1. The calculation puts the maximum force at 13.48 eV/A. Its LUMO energy is -0.0963 hartree.

```
36
Properties=species:S:1:pos:R:3:forces:R:3
C -3.391 0.484 0.109 0.250 0.472 -5.523
C -2.148 -0.284 0.164 1.595 -0.824 -0.930
C -1.388 -0.873 -0.776 -0.841 1.075 1.646
N 0.006 -1.346 -0.437 -0.005 2.227 -2.968
H -4.173 -0.079 -0.384 -0.422 -0.383 0.140
H -3.784 0.986 0.909 -0.344 0.823 2.456
H -3.215 1.279 -0.721 -0.273 -0.896 1.455
H -1.729 -0.369 1.096 0.972 0.160 2.350
H -1.791 -1.030 -1.748 0.729 -0.197 -0.827
H 0.185 -2.222 -0.881 0.009 -1.057 -0.008
H 0.761 -0.675 -0.903 -1.743 -1.081 1.560
H 0.210 -1.373 0.545 0.155 0.077 0.941
H -1.462 3.786 1.849 2.043 -3.553 -1.344
H -0.035 2.937 1.630 -1.592 0.557 -0.058
O -1.018 2.866 1.487 -0.398 3.229 1.309
H -0.278 -0.287 -4.212 -1.552 0.257 -2.066
H 1.116 -1.023 -4.040 0.468 -0.711 -1.291
O 0.426 -0.511 -3.669 1.238 0.445 3.440
H -0.098 0.972 1.560 -0.509 -1.665 1.320
H 0.929 0.396 2.460 -0.311 -0.405 0.699
O 0.003 0.219 2.238 0.680 1.811 -1.520
H 4.176 0.433 3.700 -0.688 -0.924 -1.991
H 4.712 -0.070 2.390 5.134 -0.712 -2.755
O 3.938 0.038 2.794 -4.462 1.864 4.763
H -3.873 -2.527 -0.291 -1.039 -0.055 -0.559
H -4.045 -2.533 -1.867 -8.435 0.019 -9.584
O -3.581 -2.543 -1.199 9.119 -0.331 9.927
H 2.305 2.482 -2.137 -1.489 -0.421 -0.131
H 1.545 1.358 -2.843 -0.456 0.239 0.384
O 1.418 2.022 -2.135 1.986 0.394 -0.531
H 2.128 0.411 1.048 0.004 1.297 -2.756
H 2.115 1.387 -0.291 1.728 3.956 -1.530
O 1.822 0.648 0.113 -1.574 -4.835 3.703
H 3.175 -2.250 1.174 -0.684 0.536 0.306
H 2.659 -1.003 1.911 0.913 0.464 1.222
O 2.380 -1.708 1.355 -0.206 -1.852 -1.250
```
Positions in Å, forces in eV/Å.



3.
Entry from the OMol25 dataset: 8 unconnected molecules or ions with the total composition C3H25N2O7 at a distorted geometry (wB97M-V/def2-TZVPD).

As for the frontier orbital gap: 8.89 eV. Its HOMO energy is -11.7128 eV. The calculation puts the energy above the lowest of the compared OMol25 structures with the same formula, charge and spin at 343.7 kJ/mol. Its spin multiplicity is 1. As for the charge: +1. The calculation puts the maximum force at 6.27 eV/A. Its LUMO energy is -0.1037 hartree.

```
37
Properties=species:S:1:pos:R:3:forces:R:3
N 0.027 0.604 0.726 -1.957 -0.607 4.069
C -0.657 0.117 -0.562 0.967 -0.284 -0.870
C 0.003 0.912 -1.708 4.261 -3.902 0.315
N 0.971 -0.148 -2.458 -0.708 1.895 0.302
C 0.721 -0.132 -3.964 1.443 1.557 2.294
H 0.798 1.248 0.545 0.085 -0.314 -0.188
H -0.675 1.175 1.404 1.153 -1.263 -1.976
H 0.349 -0.134 1.481 -0.576 1.306 -2.273
H -0.575 -1.009 -0.745 0.342 1.700 0.747
H -1.694 0.377 -0.600 -0.696 0.252 0.955
H -0.684 1.240 -2.425 -0.854 1.179 -0.720
H 0.804 1.567 -1.289 -1.693 0.422 -0.641
H 1.936 0.235 -2.240 -1.414 -0.929 -0.822
H 1.178 -1.016 -4.350 0.303 -0.278 -0.639
H 1.117 0.825 -4.354 0.120 -0.676 -0.421
H -0.318 -0.099 -4.161 -1.148 -0.387 -0.073
H 2.929 2.159 -1.530 -0.616 -0.251 0.373
H 4.312 1.813 -1.605 -0.219 -1.139 0.476
O 3.472 1.390 -1.306 0.805 1.488 -0.733
H 0.241 -1.072 3.396 0.966 -1.714 -0.633
H -0.466 -0.625 4.638 0.085 0.318 -0.315
O -0.165 -0.315 3.769 -0.962 1.273 0.790
H 0.973 -3.487 3.015 0.458 1.707 -0.611
H 1.208 -2.873 1.622 -0.183 0.497 1.313
O 1.209 -2.608 2.586 -0.448 -2.064 -0.712
H -1.396 -3.462 0.232 0.261 0.427 0.518
H -0.305 -3.543 -0.747 0.486 0.328 0.446
O -0.462 -3.180 0.147 -0.759 -0.689 -1.019
H -3.945 -2.732 1.199 -1.950 -1.326 5.418
H -3.334 -1.600 0.426 -0.311 -0.475 0.154
O -3.663 -2.511 0.398 2.376 1.731 -5.542
H -3.000 1.955 2.597 0.407 -0.185 -0.743
H -1.979 3.011 2.130 -1.301 -2.450 -1.090
O -2.421 2.119 1.819 1.181 2.600 1.789
H 1.000 4.273 -0.078 0.319 1.016 0.151
H 1.512 4.119 -1.541 2.194 2.923 -3.508
O 1.109 3.740 -0.850 -2.416 -3.686 3.419
```
Positions in Å, forces in eV/Å.



4.
Entry from the OMol25 dataset: 9 unconnected molecules or ions with the total composition C3H25O9 at a distorted geometry (wB97M-V/def2-TZVPD).

As for the frontier orbital gap: 9.51 eV. Its HOMO energy is -12.6484 eV. The calculation puts the energy above the lowest of the compared OMol25 structures with the same formula, charge and spin at 93.9 kJ/mol. Its spin multiplicity is 1. As for the charge: +1. The calculation puts the maximum force at 2.52 eV/A. Its LUMO energy is -0.1153 hartree.

```
37
Properties=species:S:1:pos:R:3:forces:R:3
O 20.542 11.209 -13.939 0.777 1.247 -0.544
H 20.077 10.429 -14.250 -0.362 -1.568 -0.498
H 20.048 12.009 -14.136 -0.517 1.126 -0.833
H 20.674 11.206 -12.988 0.524 -0.747 1.365
O 22.736 13.303 -12.986 -0.335 -0.287 0.261
H 23.130 13.466 -13.842 0.195 -0.025 -0.293
H 22.214 14.086 -12.808 0.049 0.309 0.011
O 17.855 10.016 -13.245 0.249 0.065 -0.400
H 18.170 9.332 -12.654 0.053 -0.276 0.276
H 17.640 10.750 -12.669 -0.210 0.161 0.107
O 20.169 8.845 -15.013 -0.453 0.169 0.186
H 20.724 8.156 -15.377 0.510 -0.036 -0.004
H 19.306 8.439 -14.927 -0.408 -0.087 -0.066
O 19.418 13.716 -15.030 0.273 -0.480 0.326
H 18.748 13.885 -15.692 -0.222 0.061 -0.242
H 19.185 14.289 -14.299 -0.093 0.255 0.228
O 21.076 10.205 -11.561 -0.317 0.165 0.019
H 20.978 10.881 -10.890 0.012 0.342 0.262
H 21.349 9.425 -11.079 0.224 -0.348 -0.127
O 19.644 12.798 -11.665 0.102 -0.233 -0.322
H 19.986 13.633 -11.345 0.192 0.261 0.162
H 18.825 12.675 -11.184 -0.282 -0.012 0.208
O 23.179 9.364 -15.184 -0.103 -0.166 0.246
H 22.468 9.840 -15.613 -0.212 0.349 -0.140
H 23.600 8.873 -15.890 0.266 -0.133 -0.168
C 20.862 13.151 -19.271 0.811 -1.422 0.730
C 21.246 11.886 -18.396 1.816 0.696 -1.598
C 22.829 11.712 -18.255 -1.885 0.913 -1.408
O 20.748 11.929 -17.100 -0.435 -0.114 1.095
H 21.197 12.900 -20.277 0.160 0.390 -0.063
H 21.370 14.031 -18.877 -0.034 0.076 -0.176
H 19.792 13.336 -19.355 -0.099 -0.149 0.312
H 20.927 11.016 -18.971 -0.512 -0.307 0.258
H 23.220 12.696 -17.992 0.297 -0.339 0.847
H 23.231 11.567 -19.257 -0.048 -0.297 -0.116
H 23.096 10.839 -17.659 0.041 0.482 0.294
H 19.854 12.279 -17.092 -0.026 -0.044 -0.195
```
Positions in Å, forces in eV/Å.



5.
Entry from the OMol25 dataset: a molecular structure, C3H26INO8Si2 (wB97M-V/def2-TZVPD).

As for the frontier orbital gap: 9.32 eV. Its HOMO energy is -9.2346 eV. Its spin multiplicity is 1. As for the charge: 0. The calculation puts the maximum force at 0.59 eV/A. Its LUMO energy is 0.0030 hartree.

```
41
Properties=species:S:1:pos:R:3:forces:R:3
C 1.313 -2.369 1.256 0.009 -0.046 -0.024
C 1.681 -1.098 0.534 -0.048 0.032 -0.085
I 3.072 -1.595 -1.059 0.073 -0.048 -0.075
C 0.505 -0.353 -0.057 0.085 0.025 0.034
Si -0.695 0.312 1.224 0.152 0.517 0.245
O -1.671 -0.840 1.890 0.163 -0.030 -0.187
Si -2.579 -1.912 1.056 -0.310 -0.257 0.252
N -3.087 -1.215 -0.448 0.077 -0.353 0.028
H 0.756 -3.029 0.595 -0.094 -0.086 -0.051
H 0.681 -2.130 2.110 -0.098 0.019 0.115
H 2.186 -2.903 1.611 0.147 -0.079 0.093
H 2.246 -0.431 1.174 0.210 0.028 0.083
H 0.030 -0.964 -0.823 -0.186 -0.092 -0.069
H 0.867 0.539 -0.568 -0.011 0.148 -0.119
H -1.507 1.361 0.591 -0.076 -0.075 -0.049
H 0.107 0.892 2.319 -0.004 -0.029 0.028
H -3.803 -2.198 1.825 -0.033 -0.019 -0.034
H -1.795 -3.156 0.883 0.028 0.039 -0.008
H -2.423 -1.292 -1.207 0.032 0.108 -0.091
H -3.946 -1.649 -0.759 -0.208 0.169 -0.139
O -1.190 3.919 0.641 0.136 -0.006 0.001
H -2.046 3.920 0.193 -0.032 0.056 -0.046
H -1.165 4.737 1.143 -0.056 0.049 0.026
O -3.690 3.303 -0.751 -0.186 0.053 0.300
H -4.446 3.432 -1.333 0.153 -0.102 -0.289
H -3.667 2.351 -0.596 0.033 -0.041 -0.029
O -4.836 5.184 1.293 0.071 0.007 0.040
H -4.587 4.502 0.654 0.070 -0.026 0.033
H -5.715 5.477 1.043 -0.056 0.000 -0.031
O 3.700 -4.821 2.071 -0.024 -0.012 0.051
H 4.644 -4.750 1.904 0.041 0.047 -0.017
H 3.371 -5.400 1.377 -0.010 -0.016 -0.045
O 6.462 -1.038 -2.865 0.037 -0.067 0.026
H 5.882 -1.198 -2.109 -0.001 0.047 0.048
H 5.989 -0.397 -3.403 -0.027 0.040 -0.032
O 7.018 -0.599 -0.064 0.069 -0.048 0.014
H 7.490 -0.517 -0.902 -0.045 -0.002 -0.057
H 7.152 0.241 0.381 -0.015 0.042 0.047
O -4.273 2.073 -3.311 -0.104 -0.015 0.051
H -3.354 2.148 -3.584 0.052 0.035 0.015
H -4.677 1.462 -3.932 -0.013 -0.011 -0.052
```
Positions in Å, forces in eV/Å.



6.
Entry from the OMol25 dataset: 9 unconnected molecules or ions with the total composition C3H26NO8S2 at a distorted geometry (wB97M-V/def2-TZVPD).

As for the frontier orbital gap: 9.36 eV. Its HOMO energy is -11.9222 eV. Its spin multiplicity is 1. As for the charge: +1. The calculation puts the maximum force at 1.35 eV/A. Its LUMO energy is -0.0941 hartree.

```
40
Properties=species:S:1:pos:R:3:forces:R:3
N -0.815 -0.017 1.677 0.516 -0.471 -0.543
C -0.564 -1.257 0.841 -0.729 0.269 0.128
C -1.912 -1.739 0.338 0.116 -1.324 0.253
C 0.132 -2.316 1.674 0.198 -0.217 -0.860
S 1.703 -1.817 2.421 -0.295 0.178 0.752
S 3.093 -1.672 0.970 0.353 -0.983 -0.342
H -1.371 0.631 1.110 -0.078 0.112 0.061
H -1.295 -0.299 2.544 -0.074 0.228 -0.003
H 0.092 0.441 1.860 0.053 0.196 0.233
H 0.038 -0.959 -0.017 0.250 0.043 0.143
H -2.417 -1.043 -0.310 -0.131 0.362 -0.107
H -1.760 -2.668 -0.226 0.057 0.271 -0.094
H -2.555 -2.048 1.173 0.027 0.352 -0.080
H -0.497 -2.641 2.506 0.024 0.108 0.068
H 0.268 -3.179 1.011 0.155 0.083 0.210
H 2.955 -0.432 0.545 -0.301 0.755 -0.049
H -2.736 2.072 -0.508 0.012 -0.032 -0.085
H -1.665 1.398 -1.459 -0.205 -0.215 0.093
O -1.842 1.711 -0.525 0.032 -0.038 0.091
H 1.900 0.066 -3.648 0.044 -0.019 -0.054
H 1.778 0.619 -2.192 -0.012 -0.379 -0.344
O 1.377 -0.012 -2.843 0.177 0.634 0.173
H 0.087 4.277 -1.130 -0.056 0.072 0.066
H -0.618 2.879 -0.970 0.221 0.403 -0.023
O 0.101 3.368 -1.439 -0.008 -0.281 0.015
H 1.540 2.492 -1.241 0.065 -0.143 0.121
H 3.075 2.392 -1.315 0.066 -0.266 0.132
O 2.302 1.868 -1.060 -0.207 0.574 -0.444
H 1.094 -1.704 -2.498 0.216 -0.564 0.065
H 1.679 -3.145 -2.653 0.160 -0.010 -0.104
O 0.989 -2.636 -2.227 -0.463 0.224 0.277
H -3.170 -1.208 3.978 -0.070 -0.019 0.160
H -1.884 -1.070 4.836 -0.156 -0.032 0.017
O -2.217 -1.087 3.932 0.232 0.048 -0.130
H 1.849 1.653 0.592 -0.071 0.136 0.946
H 2.189 1.922 2.109 -0.040 -0.078 -0.087
O 1.488 1.625 1.518 0.062 -0.065 -0.614
H -0.275 0.588 -3.043 -0.341 0.041 0.077
H -0.985 1.911 -3.352 -0.092 -0.034 -0.076
O -1.152 1.035 -2.981 0.292 0.082 -0.039
```
Positions in Å, forces in eV/Å.